(1)
Here is C7H10N2 in the gas phase from the OMol25 dataset. Energies are from ωB97M-V with the def2-TZVPD basis set.

## Properties
- energy above the lowest of the compared OMol25 structures with the same formula, charge and spin (kJ/mol) = 514.66
- HOMO energy (eV) = -9.16
- LUMO level (eV) = 0.97
- SMILES = C#CC/C(=N/N)C(=C)C
- 2S+1 = 1

Bonds (Å) are listed after each position.
Atoms and positions in Å:
1 H -2.041 0.294 1.421  C2 1.119
2 C -1.078 -0.215 1.162  H1 1.119, C9 1.495, C14 1.581, H19 1.121
3 C 0.494 -0.648 -0.828  C7 1.519, C14 1.419, C15 1.395
4 N -0.749 1.423 -0.605  N10 1.444, C14 1.293
5 C 0.648 0.017 3.287  H8 1.160, C9 1.285
6 H -0.408 2.915 -2.071  N10 1.051
7 C -0.247 -1.559 -1.791  C3 1.519, H11 1.095, H13 1.148, H16 1.140
8 H 1.182 -0.141 4.305  C5 1.160
9 C -0.147 -0.301 2.329  C2 1.495, C5 1.285
10 N -0.339 1.878 -1.912  N4 1.444, H6 1.051, H17 0.983
11 H -0.741 -0.865 -2.479  C7 1.095
12 H 2.260 -0.278 0.384  C15 1.034
13 H -1.153 -2.074 -1.311  C7 1.148
14 C -0.388 0.256 -0.180  C2 1.581, C3 1.419, N4 1.293
15 C 1.807 -0.801 -0.385  C3 1.395, H12 1.034, H18 1.081
16 H 0.442 -2.223 -2.410  C7 1.140
17 H 0.608 1.748 -2.145  N10 0.983
18 H 2.316 -1.700 -0.702  C15 1.081
19 H -1.386 -1.288 1.057  C2 1.121

(2)
Here is 2 unconnected molecules or ions with the total composition C7H10N2 from the OMol25 dataset. Energies are from ωB97M-V with the def2-TZVPD basis set.

## Properties
- energy above the lowest of the compared OMol25 structures with the same formula, charge and spin (kJ/mol) = 582.82
- HOMO energy (eV) = -8.39
- LUMO level (eV) = 0.05
- 2S+1 = 1

Bonds (Å) are listed after each position.
Atoms and positions in Å:
1 H 1.255 1.638 -0.719  N9 1.092
2 H -2.526 -1.279 -1.392  C17 1.122
3 C 3.229 0.970 0.005  N7 1.341, H8 1.076, N9 1.360
4 H -2.864 -0.660 0.944  C5 1.112
5 C -2.624 0.424 1.003  H4 1.112, H13 1.062, C16 1.611, H19 1.088
6 C 1.606 -0.412 -0.315  N9 1.310, C10 1.370
7 N 3.669 -0.231 0.407  C3 1.341, C10 1.373
8 H 3.715 1.928 0.069  C3 1.076
9 N 1.953 0.844 -0.448  H1 1.092, C3 1.360, C6 1.310
10 C 2.621 -1.110 0.284  C6 1.370, N7 1.373, H12 1.099
11 H -1.304 -0.419 -2.202  C17 0.990
12 H 2.608 -2.075 0.811  C10 1.099
13 H -2.080 0.664 1.883  C5 1.062
14 H -0.862 1.237 -0.297  C16 1.083
15 C -0.793 -0.820 -0.110  C16 1.437, C17 1.439, H18 1.067
16 C -1.545 0.403 -0.192  C5 1.611, H14 1.083, C15 1.437, C17 1.518
17 C -1.605 -0.648 -1.286  H2 1.122, H11 0.990, C15 1.439, C16 1.518
18 H -0.963 -1.528 0.669  C15 1.067
19 H -3.489 1.074 0.888  C5 1.088

(3)
Here is C7H10N2O in the gas phase from the OMol25 dataset. Energies are from ωB97M-V with the def2-TZVPD basis set.

## Properties
- energy above the lowest of the compared OMol25 structures with the same formula, charge and spin (kJ/mol) = 247.24
- HOMO energy (eV) = -8.02
- LUMO level (eV) = 0.77
- SMILES = C=C(OCC)c1cnc[nH]1
- 2S+1 = 1

Bonds (Å) are listed after each position.
Atoms and positions in Å:
1 C -0.617 2.299 0.764  H3 1.115, C4 1.479, H12 1.058, H20 1.077
2 H 0.751 -1.143 1.977  N19 1.091
3 H 0.307 2.397 1.379  C1 1.115
4 C -0.164 1.519 -0.407  C1 1.479, O7 1.490, H9 1.058, H11 1.064
5 C 0.199 -2.124 0.158  C6 1.471, C8 1.378, N19 1.349
6 C 0.317 -0.888 -0.633  C5 1.471, O7 1.331, C18 1.350
7 O 0.222 0.189 0.143  C4 1.490, C6 1.331
8 C -0.357 -3.361 -0.083  C5 1.378, H10 1.026, N13 1.379
9 H 0.684 1.818 -0.966  C4 1.058
10 H -0.514 -3.768 -1.012  C8 1.026
11 H -0.978 1.382 -1.078  C4 1.064
12 H -1.371 1.702 1.205  C1 1.058
13 N -0.223 -4.146 1.043  C8 1.379, C15 1.358
14 H 0.235 -1.533 -2.594  C18 1.001
15 C 0.251 -3.331 2.020  N13 1.358, H16 1.155, N19 1.387
16 H 0.400 -3.592 3.135  C15 1.155
17 H 0.773 0.150 -2.300  C18 1.036
18 C 0.458 -0.781 -1.971  C6 1.350, H14 1.001, H17 1.036
19 N 0.466 -2.071 1.480  H2 1.091, C5 1.349, C15 1.387
20 H -0.867 3.290 0.426  C1 1.077

(4)
Here is C7H10N2O in the gas phase from the OMol25 dataset. Energies are from ωB97M-V with the def2-TZVPD basis set.

## Properties
- energy above the lowest of the compared OMol25 structures with the same formula, charge and spin (kJ/mol) = 181.33
- HOMO energy (eV) = -9.83
- LUMO level (eV) = 0.62
- SMILES = CN1C(=O)CC[C@@]1(C)C#N
- 2S+1 = 1

Bonds (Å) are listed after each position.
Atoms and positions in Å:
1 C -1.683 -0.151 0.419  C8 1.516, N15 1.355, O19 1.215
2 C 1.251 -0.802 1.046  N6 1.154, C9 1.486
3 H 1.789 -0.491 -1.744  C13 1.127
4 H 0.025 -2.185 -1.428  C11 1.106
5 H 0.047 2.232 0.159  C10 1.176
6 N 1.479 -1.498 1.938  C2 1.154
7 H 0.890 1.705 1.672  C10 1.087
8 C -1.136 0.815 1.452  C1 1.516, C10 1.478, H12 1.059, H20 1.212
9 C 0.734 0.196 0.074  C2 1.486, C10 1.589, C13 1.571, N15 1.667
10 C 0.140 1.374 0.958  H5 1.176, H7 1.087, C8 1.478, C9 1.589
11 C -0.784 -1.440 -1.534  H4 1.106, H14 1.190, N15 1.473, H18 1.204
12 H -1.784 1.622 1.681  C8 1.059
13 C 1.779 0.419 -1.079  H3 1.127, C9 1.571, H16 1.047, H17 1.087
14 H -1.824 -1.936 -1.233  C11 1.190
15 N -0.715 -0.395 -0.498  C1 1.355, C9 1.667, C11 1.473
16 H 1.574 1.355 -1.501  C13 1.047
17 H 2.752 0.417 -0.596  C13 1.087
18 H -0.810 -0.965 -2.640  C11 1.204
19 O -2.842 -0.511 0.366  C1 1.215
20 H -0.882 0.238 2.487  C8 1.212

(5)
Here is 2 unconnected molecules or ions with the total composition C7H10N2O from the OMol25 dataset. Energies are from ωB97M-V with the def2-TZVPD basis set.

## Properties
- energy above the lowest of the compared OMol25 structures with the same formula, charge and spin (kJ/mol) = 392.31
- HOMO energy (eV) = -9.06
- LUMO level (eV) = 0.75
- SMILES = CC1=NNC(=O)C1.C=C=C
- 2S+1 = 1

Bonds (Å) are listed after each position.
Atoms and positions in Å:
1 H 1.426 -0.415 0.579  N7 1.026
2 C 0.171 -1.121 3.179  C8 1.331, H11 1.039, H20 1.015
3 H -2.437 -1.232 -1.570  C9 1.042
4 H -2.771 0.475 -1.710  C9 1.079
5 H 0.636 1.003 -2.993  C6 1.096
6 C 0.376 0.057 -2.504  H5 1.096, C12 1.539, C16 1.478, H17 1.088
7 N 0.984 0.046 -0.223  H1 1.026, C12 1.388, N14 1.350
8 C 0.341 0.183 2.969  C2 1.331, C10 1.259
9 C -2.079 -0.322 -1.930  H3 1.042, H4 1.079, C16 1.463, H19 1.039
10 C 0.498 1.429 2.884  C8 1.259, H13 1.072, H18 1.049
11 H -0.752 -1.550 2.971  C2 1.039
12 C 1.538 0.055 -1.496  C6 1.539, N7 1.388, O15 1.203
13 H 0.308 2.110 3.690  C10 1.072
14 N -0.355 -0.110 -0.303  N7 1.350, C16 1.279
15 O 2.713 0.242 -1.675  C12 1.203
16 C -0.725 0.045 -1.518  C6 1.478, C9 1.463, N14 1.279
17 H 0.495 -0.913 -2.983  C6 1.088
18 H 0.846 2.030 2.097  C10 1.049
19 H -2.174 -0.343 -2.964  C9 1.039
20 H 0.962 -1.668 3.502  C2 1.015

(6)
Here is C7H10N2O2S in the gas phase from the OMol25 dataset. Energies are from ωB97M-V with the def2-TZVPD basis set.

## Properties
- energy above the lowest of the compared OMol25 structures with the same formula, charge and spin (kJ/mol) = 279.88
- HOMO energy (eV) = -7.90
- LUMO level (eV) = 0.55
- SMILES = CC(=O)N[C@@]1(C(C)=O)C=NCS1
- 2S+1 = 1

Bonds (Å) are listed after each position.
Atoms and positions in Å:
1 S -1.690 0.726 -0.940  C9 1.757, C10 1.897
2 H 3.231 0.811 1.658  C8 1.163
3 N 0.530 0.756 0.772  C9 1.372, H19 0.952, C20 1.379
4 C -1.679 -0.191 1.507  C9 1.557, H13 1.047, N15 1.258
5 H -3.899 0.984 -0.068  C10 1.117
6 H 3.732 0.986 -0.194  C8 1.158
7 H -0.932 -1.271 -1.865  C18 1.181
8 C 2.934 1.221 0.611  H2 1.163, H6 1.158, H16 1.078, C20 1.485
9 C -0.668 0.206 0.392  S1 1.757, N3 1.372, C4 1.557, C17 1.896
10 C -3.240 0.084 -0.055  S1 1.897, H5 1.117, H12 1.098, N15 1.428
11 H -1.339 -2.903 -0.966  C18 1.207
12 H -3.647 -0.795 -0.572  C10 1.098
13 H -1.233 -0.473 2.411  C4 1.047
14 O 1.790 -0.653 -0.399  C20 1.231
15 N -2.921 -0.196 1.308  C4 1.258, C10 1.428
16 H 2.857 2.285 0.763  C8 1.078
17 C -0.075 -1.557 0.022  C9 1.896, C18 1.450, O22 1.217
18 C -0.439 -2.150 -1.250  H7 1.181, H11 1.207, C17 1.450, H21 1.058
19 H 0.497 1.522 1.336  N3 0.952
20 C 1.763 0.366 0.292  N3 1.379, C8 1.485, O14 1.231
21 H 0.222 -2.716 -1.853  C18 1.058
22 O 0.353 -2.086 1.030  C17 1.217

> LUMO level of number 5 (C7H10N2O)?

0.75 eV

> Which of these has the highest LUMO level?

number 1

> Which of these has the highest energy above the lowest of the compared OMol25 structures with the same formula, charge and spin?

number 2